DFT (ωB97M-V/def2-TZVPD) results for an isolated molecule of C13H16ClN5OS.

E_HOMO, eV: -8.44
E_LUMO, eV: 0.73
Multiplicity: 1
Orbital gap, eV: 9.179
Energy, eV: -46598.3069
SMILES string: Cc1c(Cl)cccc1Nc1nc(N)nc(CSCCO)n1

Last column: Mulliken charge in e.
Atoms and positions in Å:
C (3.871, 0.284, 0.596)  -1.731
C (2.880, -0.841, 0.598)  -0.024
C (3.075, -2.004, 1.334)  0.816
C (2.145, -3.032, 1.350)  -0.765
C (0.991, -2.911, 0.600)  -0.625
C (0.771, -1.778, -0.159)  -0.490
C (1.699, -0.744, -0.153)  0.702
N (1.505, 0.400, -0.930)  -0.101
C (0.347, 0.970, -1.325)  0.528
N (-0.818, 0.551, -0.822)  -0.322
C (-1.892, 1.188, -1.275)  0.362
N (-1.880, 2.159, -2.166)  -0.645
C (-0.663, 2.530, -2.590)  0.378
N (0.479, 1.973, -2.195)  -0.760
N (-0.603, 3.520, -3.491)  -0.361
H (0.292, 3.874, -3.771)  0.235
H (-1.451, 3.999, -3.735)  0.255
C (-3.215, 0.812, -0.702)  -0.663
H (-4.010, 1.284, -1.275)  0.423
H (-3.348, -0.266, -0.657)  0.285
S (-3.308, 1.459, 1.014)  -0.145
C (-3.286, -0.066, 2.017)  -0.655
C (-2.049, -0.947, 1.813)  -0.448
O (-0.847, -0.252, 1.950)  -0.544
H (-0.711, 0.246, 1.125)  0.433
H (-2.102, -1.440, 0.832)  0.155
H (-2.057, -1.724, 2.584)  0.461
H (-4.198, -0.629, 1.814)  0.366
H (-3.311, 0.312, 3.038)  0.340
H (2.328, 0.882, -1.264)  0.350
H (-0.116, -1.682, -0.760)  0.447
H (0.265, -3.709, 0.601)  0.426
H (2.331, -3.913, 1.943)  0.428
Cl (4.514, -2.212, 2.276)  -0.270
H (3.371, 1.228, 0.806)  0.346
H (4.368, 0.359, -0.372)  0.363
H (4.632, 0.120, 1.352)  0.449

***

DFT (ωB97M-V/def2-TZVPD) results for a structure of composition CF6N3O13PbS3 at a distorted geometry.

Total charge: -2
E_HOMO (spin up / spin down), eV: -3.93 / -3.92
E_LUMO (spin up / spin down), eV: 3.36 / -0.94
Multiplicity: 2
Orbital gap (spin up / spin down), eV: 7.294 / 2.975
Energy, eV: -86174.0794

Last column: Mulliken spin population.
Atoms and positions in Å:
Pb (-0.929, -0.390, -0.817)  -0.007
F (-2.189, -1.562, -2.626)  0.014
N (-3.168, 0.276, 1.368)  -0.034
O (-2.248, 1.120, 1.192)  0.410
O (-3.313, -0.580, 0.451)  0.468
O (-3.826, 0.286, 2.363)  0.127
N (0.773, -2.821, -0.821)  -0.001
O (-0.199, -2.756, -0.068)  0.003
O (0.931, -1.962, -1.659)  0.008
O (1.525, -3.797, -0.804)  0.006
C (1.101, -1.677, 3.772)  0.000
F (0.080, -2.437, 3.432)  0.000
F (0.873, -0.856, 4.747)  0.000
F (2.077, -2.450, 4.199)  0.000
S (1.734, -0.648, 2.310)  0.000
O (0.690, -0.427, 1.306)  0.003
O (2.088, 0.611, 2.948)  0.001
O (2.951, -1.316, 1.834)  0.000
N (-0.364, 1.550, -2.079)  0.001
S (1.216, 2.184, -2.294)  0.000
O (1.618, 3.426, -1.690)  0.000
O (2.002, 1.687, -3.421)  0.000
F (1.660, 1.150, -1.070)  0.000
S (-0.893, 2.700, -2.923)  0.000
O (-0.550, 2.847, -4.307)  0.001
O (-1.332, 3.840, -2.143)  0.000
F (-2.308, 2.004, -3.200)  0.000

***

DFT (ωB97M-V/def2-TZVPD) results for a structure of composition C17H32Br3NOS at a distorted geometry.

E_HOMO, eV: -9.02
E_LUMO, eV: -0.12
Multiplicity: 1
Orbital gap, eV: 8.894
Energy, eV: -242648.3146

Last column: Mulliken charge in e.
Atoms and positions in Å:
C (4.638, -2.776, 0.797)  -1.147
C (3.567, -2.970, -0.274)  -0.418
C (3.650, -1.895, -1.369)  -0.831
C (3.616, -0.501, -0.755)  -0.313
C (3.288, 0.587, -1.777)  -0.838
C (3.495, 2.030, -1.291)  -0.963
C (3.201, 2.299, 0.189)  -0.685
C (1.710, 2.581, 0.556)  -0.851
C (0.684, 1.956, -0.379)  -0.059
C (-0.756, 2.048, 0.133)  -0.865
C (-1.651, 1.193, -0.782)  -0.957
C (-2.991, 0.847, -0.156)  -0.490
C (-3.739, -0.240, -0.997)  0.004
C (-4.548, -1.176, -0.047)  -0.955
C (-3.651, -2.445, 0.094)  0.302
S (-3.379, -2.886, 1.834)  -0.241
C (-2.380, -2.048, -0.692)  -0.085
O (-1.265, -2.367, -0.527)  -0.555
N (-2.905, -1.219, -1.668)  -0.300
H (5.580, -2.610, 0.280)  0.286
H (4.453, -1.906, 1.421)  0.256
H (4.719, -3.633, 1.453)  0.375
H (3.764, -3.929, -0.756)  0.355
H (2.565, -2.998, 0.142)  0.260
H (2.807, -2.057, -2.039)  0.334
H (4.570, -1.993, -1.948)  0.342
H (4.543, -0.259, -0.240)  0.408
H (2.819, -0.490, -0.009)  0.402
H (3.881, 0.383, -2.669)  0.550
H (2.259, 0.452, -2.097)  0.217
H (4.530, 2.306, -1.493)  0.414
H (2.874, 2.688, -1.893)  0.338
H (3.733, 3.217, 0.433)  0.405
H (3.597, 1.543, 0.860)  0.363
H (1.581, 3.661, 0.515)  0.378
H (1.570, 2.249, 1.579)  0.256
H (0.730, 2.402, -1.370)  0.328
H (0.909, 0.895, -0.437)  -0.063
H (-0.769, 1.654, 1.150)  0.370
H (-1.110, 3.077, 0.179)  0.396
H (-1.757, 1.767, -1.702)  0.229
H (-1.062, 0.316, -1.022)  0.472
H (-3.625, 1.724, -0.215)  0.472
H (-2.886, 0.490, 0.863)  0.139
H (-4.372, 0.270, -1.714)  0.629
H (-5.476, -1.455, -0.535)  0.315
H (-4.681, -0.777, 0.951)  0.122
H (-3.999, -3.306, -0.462)  0.411
H (-2.227, -2.252, 2.125)  0.129
H (-2.209, -0.865, -2.314)  0.372
C (-5.639, 1.372, 3.680)  -0.342
Br (-5.499, -0.168, 4.827)  0.009
Br (-3.908, 2.079, 3.231)  -0.003
Br (-6.688, 1.001, 2.104)  -0.027
H (-6.166, 2.135, 4.234)  0.349

***

DFT (ωB97M-V/def2-TZVPD) results for an isolated molecule of C16H24N2O5S at a distorted geometry.

E_HOMO, eV: -9.53
E_LUMO, eV: 0.41
Multiplicity: 1
Orbital gap, eV: 9.940
Energy, eV: -41035.3954
SMILES string: CCN(CC)S(=O)(=O)c1cccc(C(=O)N[C@H](C(=O)O)C(C)C)c1
Relative energy (zero: lowest compared OMol25 entry of this formula, charge and spin), kJ/mol: 6.0

Last column: Mulliken charge in e.
Atoms and positions in Å:
C (1.102, 2.954, -0.262)  -0.883
H (0.379, 2.234, -0.636)  0.109
H (0.900, 3.912, -0.735)  0.467
H (0.966, 3.065, 0.811)  0.217
C (2.529, 2.524, -0.590)  -0.650
N (2.875, 1.244, -0.011)  0.194
S (3.646, 0.118, -0.967)  1.451
O (4.951, -0.193, -0.452)  -0.714
O (3.536, 0.534, -2.335)  -0.732
C (2.603, -1.327, -0.749)  0.047
C (1.238, -1.133, -0.722)  -0.150
C (0.393, -2.226, -0.564)  0.480
C (0.951, -3.498, -0.441)  -0.688
C (2.321, -3.680, -0.483)  -0.723
C (3.160, -2.585, -0.636)  -0.489
H (4.233, -2.684, -0.657)  0.533
H (2.738, -4.671, -0.390)  0.402
H (0.281, -4.334, -0.303)  0.489
C (-1.094, -2.102, -0.443)  0.321
O (-1.781, -2.988, 0.030)  -0.690
N (-1.609, -0.932, -0.874)  -0.045
H (-1.037, -0.236, -1.329)  0.227
C (-3.006, -0.588, -0.758)  -0.269
C (-3.231, 0.625, -1.636)  0.202
O (-2.340, 1.334, -2.031)  -0.580
O (-4.509, 0.833, -1.934)  -0.427
H (-4.609, 1.620, -2.494)  0.385
H (-3.629, -1.418, -1.112)  0.664
C (-3.377, -0.310, 0.725)  0.400
C (-2.616, 0.899, 1.262)  -1.330
H (-2.818, 1.022, 2.323)  0.500
H (-2.917, 1.810, 0.748)  0.297
H (-1.544, 0.767, 1.132)  0.165
C (-4.881, -0.148, 0.909)  -1.610
H (-5.111, -0.045, 1.967)  0.426
H (-5.409, -1.018, 0.527)  0.393
H (-5.250, 0.733, 0.391)  0.329
H (-3.055, -1.202, 1.272)  0.437
H (0.880, -0.119, -0.795)  0.145
C (3.197, 1.177, 1.399)  -0.881
C (2.094, 0.508, 2.217)  -0.887
H (1.155, 1.047, 2.114)  0.124
H (2.375, 0.499, 3.267)  0.446
H (1.941, -0.517, 1.889)  0.245
H (3.377, 2.188, 1.775)  0.389
H (4.123, 0.605, 1.496)  0.470
H (2.644, 2.406, -1.668)  0.364
H (3.232, 3.297, -0.249)  0.430

***

DFT (ωB97M-V/def2-TZVPD) results for a structure of composition C5H17N2OSr at a distorted geometry.

Total charge: -1
E_HOMO (spin up / spin down), eV: -0.63 / 0.03
E_LUMO (spin up / spin down), eV: 2.39 / 2.47
Multiplicity: 1
Orbital gap (spin up / spin down), eV: 3.019 / 2.435
Energy, eV: -11318.4033

Last column: Mulliken charge in e.
Atoms and positions in Å:
C (0.096, -2.863, 2.097)  -1.290
Sr (-0.184, -2.333, -0.674)  -1.099
N (0.199, -2.335, -3.504)  -0.123
H (0.607, -4.608, -0.446)  -0.075
H (-0.656, -2.492, -4.016)  0.187
H (1.265, -3.785, -0.256)  -0.169
H (0.304, -3.870, 2.480)  0.270
H (-0.823, -2.619, 2.618)  0.275
H (0.838, -2.265, 2.594)  0.221
H (0.852, -1.606, -3.839)  0.178
H (0.773, -3.271, -3.309)  0.130
C (-0.453, 3.605, 0.646)  -1.154
N (-0.067, 2.112, 0.848)  0.204
C (0.432, 1.684, 2.143)  -0.898
C (-0.152, 1.208, -0.139)  0.927
C (-0.730, 1.503, -1.507)  -0.517
O (0.192, -0.006, -0.033)  -0.585
H (-0.252, 4.132, 1.562)  0.342
H (-1.549, 3.824, 0.505)  0.368
H (0.211, 4.143, -0.081)  0.379
H (-0.295, 1.078, 2.624)  0.324
H (1.460, 1.444, 2.029)  0.339
H (0.457, 2.621, 2.824)  0.293
H (0.054, 1.200, -2.229)  0.069
H (-1.650, 0.889, -1.502)  -0.041
H (-0.929, 2.611, -1.434)  0.446

***

DFT (ωB97M-V/def2-TZVPD) results for a cluster of 12 separate species, C60H90N6O24 in total at a distorted geometry.

Total charge: -1
E_HOMO (spin up / spin down), eV: -0.99 / -4.90
E_LUMO (spin up / spin down), eV: 0.87 / 0.87
Multiplicity: 2
Orbital gap (spin up / spin down), eV: 1.860 / 5.771
Energy, eV: -121733.9549
Relative energy (zero: lowest compared OMol25 entry of this formula, charge and spin), kJ/mol: 0.0

Last column: Mulliken spin population.
Atoms and positions in Å:
C (2.482, 12.550, -10.467)  0.000
C (2.430, 12.063, -9.167)  0.000
C (2.362, 10.655, -8.994)  0.000
C (2.369, 9.741, -10.058)  0.000
C (2.355, 10.285, -11.353)  0.000
C (2.426, 11.676, -11.570)  0.000
N (2.169, 8.271, -9.800)  0.000
O (2.208, 7.911, -8.616)  0.000
O (2.014, 7.480, -10.748)  0.000
H (2.646, 13.610, -10.598)  0.000
H (2.510, 12.691, -8.292)  0.000
H (2.233, 10.193, -8.026)  0.000
H (2.259, 9.639, -12.213)  0.000
H (2.518, 12.048, -12.579)  0.000
C (-0.864, 10.465, 2.032)  0.211
C (-1.626, 10.618, 0.859)  -0.101
C (-1.268, 11.474, -0.139)  0.171
C (-0.100, 12.273, -0.001)  -0.078
C (0.628, 12.159, 1.132)  0.159
C (0.259, 11.311, 2.156)  -0.105
N (0.310, 13.096, -1.159)  0.263
O (1.098, 13.996, -0.941)  0.217
O (-0.217, 12.931, -2.263)  0.175
H (-1.143, 9.782, 2.820)  0.025
H (-2.525, 10.036, 0.719)  -0.009
H (-1.960, 11.499, -0.967)  0.032
H (1.552, 12.709, 1.232)  0.027
H (0.884, 11.316, 3.037)  -0.008
C (-2.039, 10.373, -7.669)  -0.001
C (-3.350, 10.109, -8.120)  0.000
C (-3.579, 8.923, -8.808)  0.000
C (-2.576, 7.969, -9.013)  0.000
C (-1.261, 8.244, -8.583)  0.000
C (-0.993, 9.495, -7.923)  -0.001
N (-2.909, 6.622, -9.639)  0.000
O (-4.051, 6.272, -9.795)  0.000
O (-1.953, 5.934, -10.011)  0.000
H (-1.979, 11.244, -7.033)  0.001
H (-4.224, 10.713, -7.923)  0.000
H (-4.605, 8.715, -9.076)  0.000
H (-0.486, 7.496, -8.672)  0.000
H (0.039, 9.623, -7.632)  0.000
C (4.057, 6.947, -4.672)  0.000
C (4.217, 6.388, -3.429)  0.000
C (3.850, 7.093, -2.306)  0.000
C (3.315, 8.379, -2.420)  -0.004
C (3.224, 8.934, -3.710)  0.007
C (3.632, 8.274, -4.858)  -0.001
N (3.000, 9.103, -1.195)  0.004
O (2.783, 10.304, -1.331)  -0.003
O (3.014, 8.498, -0.181)  0.002
H (4.350, 6.436, -5.577)  0.000
H (4.392, 5.325, -3.350)  0.000
H (3.906, 6.519, -1.393)  0.000
H (2.875, 9.955, -3.762)  0.002
H (3.501, 8.795, -5.794)  0.000
C (-0.718, 5.177, -5.742)  0.000
C (0.166, 5.619, -4.751)  0.000
C (-0.023, 6.852, -4.221)  0.001
C (-1.030, 7.678, -4.657)  -0.001
C (-1.967, 7.227, -5.655)  0.000
C (-1.807, 5.933, -6.138)  0.000
N (-1.120, 9.051, -4.064)  -0.006
O (-0.698, 9.285, -2.944)  0.004
O (-1.674, 9.880, -4.776)  0.002
H (-0.584, 4.186, -6.149)  0.000
H (1.019, 5.038, -4.432)  0.000
H (0.642, 7.255, -3.472)  -0.001
H (-2.740, 7.840, -6.094)  0.000
H (-2.558, 5.551, -6.813)  0.000
C (-1.106, 19.901, -5.246)  0.002
C (-0.307, 19.731, -6.386)  -0.001
C (0.316, 18.533, -6.716)  0.003
C (0.194, 17.456, -5.816)  -0.004
C (-0.673, 17.550, -4.728)  -0.005
C (-1.304, 18.762, -4.431)  -0.001
N (0.908, 16.186, -6.013)  0.005
O (0.683, 15.265, -5.296)  -0.001
O (1.659, 16.169, -7.002)  0.004
H (-1.530, 20.862, -4.993)  0.000
H (-0.130, 20.595, -7.008)  0.000
H (0.970, 18.491, -7.575)  0.001
H (-0.829, 16.725, -4.048)  0.013
H (-1.871, 18.900, -3.522)  0.000
C (10.583, 5.712, -5.040)  0.000
O (9.551, 6.643, -4.768)  0.000
C (8.143, 6.441, -4.987)  0.000
C (7.901, 6.349, -6.542)  0.000
O (7.797, 7.629, -7.220)  0.000
C (8.706, 8.694, -6.894)  0.000
H (10.832, 5.574, -6.092)  0.000
H (10.344, 4.671, -4.822)  0.000
H (11.474, 6.071, -4.525)  0.000
H (7.572, 7.310, -4.661)  0.000
H (7.769, 5.563, -4.461)  0.000
H (6.913, 5.893, -6.618)  0.000
H (8.627, 5.743, -7.084)  0.000
H (9.742, 8.433, -6.679)  0.000
H (8.294, 9.205, -6.023)  0.000
H (8.771, 9.369, -7.747)  0.000
C (7.910, 15.675, 2.661)  0.000
O (6.880, 15.095, 1.819)  0.000
C (7.405, 14.898, 0.498)  0.000
C (6.689, 13.836, -0.332)  0.000
O (5.355, 14.295, -0.565)  -0.002
C (4.620, 13.291, -1.311)  -0.011
H (7.399, 15.955, 3.581)  0.000
H (8.279, 16.566, 2.154)  0.000
H (8.741, 15.033, 2.955)  0.000
H (8.434, 14.541, 0.529)  0.000
H (7.473, 15.838, -0.049)  0.000
H (6.611, 12.853, 0.133)  0.000
H (7.183, 13.695, -1.294)  0.000
H (5.027, 13.157, -2.313)  0.005
H (3.562, 13.549, -1.340)  0.004
H (4.621, 12.375, -0.721)  0.001
C (6.296, 10.720, -4.365)  0.000
O (5.082, 11.437, -4.065)  0.001
C (4.532, 12.265, -5.162)  -0.002
C (3.049, 12.563, -5.150)  -0.013
O (2.338, 11.426, -5.691)  -0.002
C (0.956, 11.449, -5.320)  0.003
H (7.176, 11.364, -4.362)  0.000
H (6.165, 10.313, -5.367)  0.000
H (6.509, 10.019, -3.559)  0.000
H (4.638, 11.673, -6.072)  0.001
H (5.150, 13.161, -5.213)  -0.001
H (2.823, 13.443, -5.753)  0.001
H (2.704, 12.873, -4.164)  0.012
H (0.505, 12.370, -5.689)  -0.001
H (0.833, 11.366, -4.240)  -0.007
H (0.476, 10.584, -5.779)  0.004
C (12.105, 9.278, -4.535)  0.000
O (12.049, 10.673, -4.165)  0.000
C (11.026, 11.333, -4.929)  0.000
C (11.241, 11.754, -6.370)  0.000
O (11.398, 10.594, -7.213)  0.000
C (11.295, 10.920, -8.584)  0.000
H (12.529, 9.117, -5.526)  0.000
H (11.179, 8.707, -4.467)  0.000
H (12.745, 8.825, -3.778)  0.000
H (10.772, 12.203, -4.323)  0.000
H (10.010, 10.946, -4.844)  0.000
H (12.122, 12.392, -6.433)  0.000
H (10.336, 12.314, -6.604)  0.000
H (10.293, 11.146, -8.950)  0.000
H (11.500, 9.999, -9.130)  0.000
H (11.962, 11.677, -8.996)  0.000
C (6.157, 12.218, -8.718)  0.000
O (6.216, 13.084, -7.646)  0.000
C (7.499, 13.451, -7.127)  0.000
C (8.387, 14.265, -8.134)  0.000
O (8.890, 13.552, -9.227)  0.000
C (9.651, 14.323, -10.130)  0.000
H (6.561, 12.521, -9.683)  0.000
H (5.101, 12.072, -8.944)  0.000
H (6.593, 11.274, -8.390)  0.000
H (8.039, 12.545, -6.851)  0.000
H (7.431, 14.125, -6.274)  0.000
H (9.216, 14.595, -7.509)  0.000
H (7.814, 15.140, -8.441)  0.000
H (9.076, 14.764, -10.944)  0.000
H (10.196, 13.572, -10.702)  0.000
H (10.375, 14.972, -9.637)  0.000
C (-3.850, 14.996, -8.035)  0.001
O (-2.720, 14.547, -8.656)  0.000
C (-1.559, 14.707, -7.902)  -0.004
C (-0.272, 14.261, -8.698)  0.000
O (0.273, 15.091, -9.704)  0.000
C (-0.615, 15.654, -10.675)  0.000
H (-4.080, 14.406, -7.147)  0.000
H (-4.691, 14.721, -8.670)  0.000
H (-3.777, 16.064, -7.831)  0.000
H (-1.650, 14.044, -7.041)  0.004
H (-1.496, 15.739, -7.556)  0.000
H (-0.620, 13.313, -9.107)  0.000
H (0.513, 14.096, -7.960)  0.000
H (-0.084, 16.197, -11.457)  0.000
H (-1.336, 16.325, -10.208)  0.000
H (-1.065, 14.767, -11.121)  0.000